No. 1
The molecule C2H2BrN2P in a non-equilibrium geometry. Source: the Open Molecules 2025 dataset; level of theory: ωB97M-V/def2-TZVPD.

Each line ends with the Löwdin charge.
Element x y z (Å)
Br: 4.145 -0.467 -0.214  0.119
P: 2.352 1.068 -0.380  0.644
C: 0.985 0.003 -0.154  -0.330
C: -0.067 0.818 0.234  -0.227
N: 0.286 2.106 0.340  -0.120
N: 1.425 2.485 0.309  -0.192
H: 1.059 -1.020 -0.366  0.034
H: -1.064 0.667 0.395  0.072

Force components x, y, z for each atom (eV/Å):
-0.9 1.0 0.3
0.6 -1.6 -0.9
-0.4 2.2 0.5
2.3 -1.9 -0.7
-1.4 0.9 0.1
2.5 1.5 0.6
-0.4 -1.2 -0.2
-2.3 -1.0 0.3

The energy above the lowest of the compared OMol25 structures with the same formula, charge and spin is 86.6 kJ/mol. The value obtained for the largest force on an atom is 0.0598 hartree/bohr. Its frontier orbital gap is 7.17 eV. As for the HOMO energy: -9.2 eV.

No. 2
A 2-piece molecular cluster, CH5ClF3NO3SSi overall. Source: the Open Molecules 2025 dataset; level of theory: ωB97M-V/def2-TZVPD.

Each line ends with the Löwdin charge.
Element x y z (Å)
N: 3.130 -0.110 -0.521  -0.108
Si: 1.772 -1.135 -0.548  0.079
Cl: 1.960 -2.706 -1.803  0.363
S: 0.030 0.052 -1.342  0.600
O: 0.283 1.442 -1.056  -0.341
O: -0.361 -0.386 -2.656  -0.339
C: -1.358 -0.454 -0.207  -0.730
F: -2.519 0.014 -0.616  0.169
F: -1.402 -1.783 -0.163  0.127
F: -1.116 -0.001 1.031  0.115
H: 3.106 0.698 -1.140  0.048
H: 3.348 0.203 0.421  0.042
H: 1.424 -1.607 0.796  -0.009
O: -2.625 2.222 2.813  -0.054
H: -2.174 1.729 2.120  0.002
H: -3.499 1.822 2.871  0.035

Force components x, y, z for each atom (eV/Å):
-0.5 0.3 0.2
0.4 -0.2 0.1
-0.1 0.0 -0.1
0.0 0.0 -0.2
0.0 0.0 0.0
0.0 0.0 0.1
0.1 0.0 0.1
-0.1 0.1 -0.1
0.0 -0.2 0.0
0.0 0.0 0.0
0.2 -0.2 0.1
0.1 0.0 -0.2
0.0 0.1 0.0
0.0 -0.1 0.0
0.0 0.0 0.0
0.0 0.0 0.0

The value obtained for the largest force on an atom is 0.0113 hartree/bohr. Its frontier orbital gap is 10.84 eV. As for the HOMO energy: -10.8 eV.

No. 3
A 2-piece molecular cluster, C2H4NO2 overall in a non-equilibrium geometry. Source: the Open Molecules 2025 dataset; level of theory: ωB97M-V/def2-TZVPD.

Each line ends with the Löwdin charge.
Element x y z (Å)
C: -1.919 -0.316 -0.554  0.055
C: 0.153 0.870 0.891  0.134
N: 1.246 -0.604 -0.542  0.126
O: -2.932 -0.792 -0.643  0.127
O: 0.940 0.719 -0.081  -0.007
H: -0.031 1.901 0.825  0.126
H: 0.054 0.227 1.745  0.143
H: 1.003 -1.486 -0.089  0.138
H: 1.487 -0.518 -1.552  0.157

Force components x, y, z for each atom (eV/Å):
-0.6 -0.3 0.3
2.1 1.0 -1.0
1.3 1.7 -1.4
0.6 0.3 -0.1
-1.0 -4.3 -0.8
-1.1 1.5 1.2
-0.6 -0.8 -0.1
-0.4 0.9 0.4
-0.3 -0.1 1.5

The energy above the lowest of the compared OMol25 structures with the same formula, charge and spin is 379.4 kJ/mol. The value obtained for the largest force on an atom is 0.0864 hartree/bohr. Its frontier orbital gap (alpha / beta) is 9.41 / 9.41 eV. As for the HOMO energy (alpha / beta): -16.0 / -16.0 eV. As for the net charge: +1.

No. 4
A 16-piece molecular cluster, C21H74N18O16 overall in a non-equilibrium geometry. Source: the Open Molecules 2025 dataset; level of theory: ωB97M-V/def2-TZVPD.

Each line ends with the Löwdin charge.
Element x y z (Å)
C: -0.126 0.709 -4.192  -0.083
C: -0.001 1.985 -5.091  -0.322
O: 0.214 1.590 -6.372  -0.039
H: 0.804 0.157 -4.272  0.045
H: -0.975 0.182 -4.581  0.054
H: -0.253 0.768 -3.083  0.053
H: 0.928 2.481 -4.809  0.095
H: -0.768 2.702 -5.016  0.091
H: 0.877 2.091 -6.786  0.063
C: 2.409 -1.685 1.891  -0.056
C: 2.681 -0.218 2.344  -0.282
O: 2.632 0.653 1.244  -0.131
H: 1.416 -1.883 1.488  0.053
H: 2.445 -2.373 2.768  0.062
H: 3.043 -2.021 0.978  0.082
H: 3.577 -0.105 2.957  0.115
H: 1.919 0.077 2.999  0.050
H: 1.872 0.508 0.656  0.056
C: -1.484 3.942 0.395  -0.061
C: -2.580 2.870 0.622  -0.310
O: -2.976 2.974 1.948  -0.082
H: -1.841 4.949 0.548  0.069
H: -1.234 3.961 -0.614  0.017
H: -0.594 3.822 1.037  0.066
H: -2.090 1.819 0.474  0.121
H: -3.440 3.012 0.020  0.081
H: -2.622 2.240 2.460  0.032
C: -3.144 -5.737 2.223  -0.087
C: -3.136 -4.254 2.554  -0.361
O: -2.936 -3.506 1.408  -0.098
H: -3.509 -6.172 3.144  0.062
H: -2.180 -6.203 1.877  0.087
H: -3.905 -5.962 1.443  0.074
H: -2.389 -4.007 3.311  0.091
H: -4.034 -3.893 3.078  0.120
H: -2.911 -2.565 1.674  0.062
C: 3.726 4.203 1.871  -0.075
C: 2.462 3.591 2.443  -0.326
O: 2.152 4.486 3.403  -0.069
H: 4.307 3.470 1.341  0.053
H: 4.475 4.585 2.601  0.097
H: 3.565 4.926 1.108  0.054
H: 2.677 2.687 3.082  0.128
H: 1.744 3.272 1.735  0.087
H: 2.925 4.705 3.859  0.074
C: -0.415 -0.223 -0.241  -0.521
O: -1.451 -0.855 0.449  -0.117
N: 0.109 0.907 0.062  0.162
N: 0.351 -0.777 -1.138  0.198
H: -0.128 1.377 0.936  0.055
H: 0.341 1.535 -0.679  0.058
H: 0.161 -1.733 -1.432  0.046
H: 1.216 -0.346 -1.476  0.075
C: -0.007 -1.867 4.130  -0.652
O: -0.978 -1.868 3.211  -0.085
N: 0.342 -0.808 4.745  0.178
N: 0.547 -3.010 4.501  0.150
H: -0.253 0.095 4.639  0.051
H: 1.145 -0.791 5.363  0.124
H: 0.367 -3.852 3.961  0.116
H: 1.412 -3.090 5.079  0.129
C: -2.798 -2.430 -2.478  -0.619
O: -2.511 -1.131 -2.965  -0.141
N: -3.445 -3.355 -3.188  0.131
N: -2.418 -2.783 -1.331  0.126
H: -3.683 -3.081 -4.195  0.151
H: -3.992 -4.064 -2.661  0.124
H: -2.097 -2.088 -0.627  0.069
H: -2.633 -3.774 -1.086  0.144
C: 2.026 2.745 -1.838  -0.565
O: 0.661 2.913 -1.775  -0.114
N: 2.847 3.423 -1.087  0.174
N: 2.553 1.920 -2.744  0.178
H: 2.508 4.284 -0.595  0.137
H: 3.882 3.226 -1.054  0.140
H: 2.054 1.297 -3.373  0.068
H: 3.576 1.904 -2.864  0.117
C: 3.745 -2.431 -4.783  -0.623
O: 4.046 -2.433 -6.094  -0.071
N: 3.717 -3.529 -4.086  0.126
N: 3.511 -1.295 -4.141  0.135
H: 3.845 -4.417 -4.620  0.170
H: 4.177 -3.561 -3.138  0.166
H: 3.482 -0.499 -4.795  0.150
H: 3.085 -1.258 -3.206  0.079
C: 1.411 -3.344 -1.675  -0.666
O: 2.537 -3.431 -0.915  -0.108
N: 1.442 -3.258 -2.931  0.178
N: 0.191 -3.423 -1.158  0.137
H: 2.352 -3.282 -3.458  0.029
H: 0.585 -3.455 -3.470  0.150
H: 0.232 -3.303 -0.162  0.119
H: -0.731 -3.320 -1.596  0.074
C: -3.843 0.164 3.730  -0.736
O: -3.640 -0.238 4.928  -0.032
N: -4.946 0.635 3.249  0.184
N: -2.966 0.055 2.787  0.141
H: -5.525 1.006 3.996  0.123
H: -5.143 0.888 2.263  0.100
H: -2.243 -0.677 2.892  0.069
H: -3.144 0.285 1.841  0.065
C: 4.352 -0.288 -1.237  -0.576
O: 3.007 -0.468 -1.398  -0.146
N: 4.833 0.111 -0.073  0.193
N: 5.198 -0.497 -2.225  0.137
H: 4.106 0.303 0.611  0.048
H: 5.785 0.101 0.194  0.103
H: 4.790 -0.743 -3.182  0.074
H: 6.263 -0.502 -2.152  0.151
C: -0.255 2.077 3.831  -0.562
O: 0.029 1.820 2.521  -0.078
N: -1.060 1.313 4.491  0.126
N: 0.402 2.883 4.616  0.199
H: -1.756 0.784 3.902  0.090
H: -1.335 1.427 5.492  0.174
H: 1.029 3.536 4.124  0.057
H: -0.031 3.275 5.461  0.138
C: -4.567 -0.140 -0.435  -0.132
O: -4.770 0.962 0.426  -0.150
H: -5.362 -0.358 -1.165  0.095
H: -4.198 -1.040 0.063  0.075
H: -3.807 0.219 -1.110  0.044
H: -5.224 1.608 -0.114  0.095
C: -2.584 2.292 -2.877  -0.168
O: -2.875 3.541 -3.415  -0.091
H: -1.683 2.434 -2.339  0.053
H: -2.560 1.509 -3.631  0.075
H: -3.335 1.979 -2.201  0.048
H: -3.574 3.449 -4.052  0.070

Force components x, y, z for each atom (eV/Å):
-0.1 1.2 0.4
2.3 -0.5 3.0
-1.4 -2.3 -2.2
0.1 -0.6 -0.6
-0.2 -0.9 -0.1
-0.2 0.8 -1.1
-0.1 0.5 0.7
-1.4 0.6 0.4
1.1 1.0 -0.7
1.2 -0.6 -0.6
-1.1 -1.8 -0.9
1.4 1.0 0.1
-0.4 0.8 0.1
0.6 0.3 -0.7
-0.5 0.5 1.9
0.6 0.0 -0.7
-1.4 0.3 1.1
-0.3 -0.2 0.3
-0.8 -0.3 0.8
3.5 -0.9 0.6
-1.0 0.0 1.7
-0.6 0.3 0.5
1.0 -0.3 -1.9
-0.5 -0.3 -0.3
-1.2 1.8 -0.3
-0.6 0.1 -0.9
0.0 0.1 -0.2
-0.5 0.0 -0.5
0.2 -0.1 1.0
0.1 1.3 -1.0
0.2 -0.8 0.1
-0.8 0.8 0.6
0.4 0.2 0.4
0.6 -0.2 -0.1
-0.4 -0.7 -0.3
0.4 -0.5 -0.3
1.5 -1.6 -0.8
4.2 -2.2 0.7
-4.6 2.9 1.2
0.3 -0.8 -0.3
-0.9 0.0 -0.1
-0.5 1.2 -0.2
0.3 -0.1 -1.5
-1.2 0.4 -0.5
1.6 0.6 1.1
-3.8 -4.8 2.8
4.0 2.4 -3.3
0.0 4.2 2.9
-0.3 -2.2 -2.5
-0.4 -0.3 -0.2
0.3 0.7 -0.8
-0.1 1.3 0.0
-0.6 -0.3 0.6
-5.1 -1.5 -4.4
3.4 -0.2 3.2
1.0 3.8 1.8
2.1 -3.0 0.8
1.4 -1.9 0.1
-0.4 -0.2 -0.1
-0.1 0.6 0.0
-1.3 0.5 -0.8
0.5 8.2 -5.2
-1.5 -6.4 1.9
-1.5 -0.7 -2.8
0.5 -2.5 4.1
0.2 -0.7 2.4
0.6 0.9 -1.1
0.1 0.1 0.3
0.3 1.5 0.5
-7.3 -0.1 -1.8
6.2 -0.6 -0.1
2.5 2.3 2.2
1.8 -0.3 -0.9
0.3 -1.7 -0.8
-1.9 0.3 -0.1
-0.4 0.6 0.8
-1.0 -0.1 0.3
2.5 1.7 -8.4
-1.6 0.0 5.7
2.1 -4.6 2.0
-0.5 1.7 -0.7
0.0 1.3 0.5
-0.9 0.2 -1.1
-0.3 -0.6 0.7
-0.3 0.3 0.0
4.9 -1.8 6.0
-4.5 0.6 -3.1
-0.2 0.4 -6.0
-0.6 -1.2 2.1
-1.7 -0.5 1.0
0.8 0.5 0.5
-0.5 -0.2 0.4
0.9 -0.1 0.0
0.0 -2.3 3.6
-0.3 1.4 -2.2
-4.7 2.2 0.7
4.7 -1.8 -1.7
-0.4 -0.1 -0.6
0.6 -0.2 1.0
0.2 0.2 0.0
-0.3 0.3 -0.8
-5.2 -0.8 0.2
5.9 0.7 -0.1
-0.5 0.3 0.6
2.6 -0.6 -3.1
-0.4 0.2 0.3
0.7 -0.1 -0.2
1.0 0.3 1.9
-2.4 0.2 0.3
2.1 -1.1 -6.0
-1.3 1.7 6.3
-5.1 -2.3 1.2
1.8 3.1 0.6
0.6 0.6 0.7
0.3 0.2 -1.5
-0.2 0.0 0.7
0.2 -0.6 -0.8
0.9 0.0 -1.8
-1.2 -0.4 0.6
-0.5 -0.1 0.9
-0.3 0.4 0.2
0.9 -0.6 -0.3
0.0 0.4 0.2
-0.3 -0.5 -0.6
-0.1 1.3 -0.4
1.1 -0.4 0.4
0.5 -0.1 -0.1
-1.0 -0.3 1.0
-0.4 0.0 -0.3

The energy above the lowest of the compared OMol25 structures with the same formula, charge and spin is 0.0 kJ/mol. The value obtained for the largest force on an atom is 0.1898 hartree/bohr. Its frontier orbital gap is 8.74 eV. As for the HOMO energy: -8.7 eV.

No. 5
An isolated ion of composition CH3N4Si and charge -1 in a non-equilibrium geometry. Source: the Open Molecules 2025 dataset; level of theory: ωB97M-V/def2-TZVPD.

Each line ends with the Löwdin charge.
Element x y z (Å)
C: 0.166 1.360 -0.518  -0.445
N: -1.092 -0.087 1.517  -0.392
N: -0.359 -0.754 0.900  -0.095
N: -0.125 2.470 -0.398  -0.020
N: -1.829 0.453 2.188  0.109
Si: 0.572 -0.550 -0.629  0.151
H: 2.033 -0.203 -0.598  -0.088
H: -0.199 -0.616 -1.906  -0.086
H: 0.833 -2.072 -0.554  -0.133

Force components x, y, z for each atom (eV/Å):
-0.2 0.6 0.1
-2.0 1.5 1.8
1.8 -1.8 -1.2
0.0 0.4 -0.1
0.0 0.2 -0.1
0.2 -0.9 0.0
0.0 0.0 -0.2
0.1 0.0 -0.3
0.0 0.0 -0.1

The energy above the lowest of the compared OMol25 structures with the same formula, charge and spin is 73.7 kJ/mol. The value obtained for the largest force on an atom is 0.0601 hartree/bohr. Its frontier orbital gap is 9.12 eV. As for the HOMO energy: -4.8 eV. As for the net charge: -1.

No. 6
The molecule C5H7F in a non-equilibrium geometry. Source: the Open Molecules 2025 dataset; level of theory: ωB97M-V/def2-TZVPD.

Each line ends with the Löwdin charge.
Element x y z (Å)
F: -2.146 -0.007 -0.039  0.040
C: -0.785 0.021 0.061  -0.281
C: -0.091 -1.116 -0.059  -0.038
C: 1.353 -0.865 0.094  -0.210
C: 1.498 0.618 -0.128  -0.187
C: 0.107 1.205 0.081  -0.139
H: -0.593 -2.064 -0.134  0.113
H: 1.906 -1.442 -0.615  0.100
H: 1.634 -1.108 1.133  0.121
H: 2.271 1.038 0.481  0.099
H: 1.777 0.778 -1.208  0.131
H: 0.005 1.699 1.075  0.124
H: -0.184 1.979 -0.671  0.128

Force components x, y, z for each atom (eV/Å):
0.8 0.9 0.3
0.3 -2.3 -1.4
-1.6 0.7 0.5
0.0 -0.6 1.0
-0.1 0.3 -2.1
-1.1 2.1 0.9
0.1 -0.3 0.0
0.8 -0.5 -0.2
0.3 -0.3 -0.4
0.3 0.5 0.4
-0.1 0.0 1.0
0.2 -0.1 -0.5
0.2 -0.6 0.5

The energy above the lowest of the compared OMol25 structures with the same formula, charge and spin is 8.3 kJ/mol. The value obtained for the largest force on an atom is 0.0520 hartree/bohr. Its frontier orbital gap is 10.02 eV. As for the HOMO energy: -8.9 eV.

No. 7
The molecule C3H3P3 in a non-equilibrium geometry. Source: the Open Molecules 2025 dataset; level of theory: ωB97M-V/def2-TZVPD.

Each line ends with the Löwdin charge.
Element x y z (Å)
C: -0.434 -1.576 -0.191  -0.442
C: 0.299 0.569 -0.014  -0.549
C: 1.572 0.883 0.067  -0.077
P: -2.019 -1.740 0.029  0.498
P: -1.093 1.568 -0.010  0.453
P: -2.720 0.398 0.014  0.167
H: 0.326 -2.151 -0.441  -0.090
H: 1.785 1.843 0.295  0.020
H: 2.283 0.205 0.252  0.020

Force components x, y, z for each atom (eV/Å):
-1.4 5.6 1.2
-2.3 -3.2 -0.6
-1.9 -0.4 -0.1
-1.2 0.7 0.2
2.7 2.3 -0.1
-3.0 -3.0 0.0
3.4 -2.6 -1.1
0.9 3.2 0.5
2.7 -2.6 0.1

The energy above the lowest of the compared OMol25 structures with the same formula, charge and spin is 101.9 kJ/mol. The value obtained for the largest force on an atom is 0.1156 hartree/bohr. Its frontier orbital gap (alpha / beta) is 6.95 / 5.76 eV. As for the multiplicity: 3. As for the HOMO energy (alpha / beta): -7.0 / -8.8 eV.

No. 8
A 4-piece molecular cluster, C3H11O4S overall in a non-equilibrium geometry. Source: the Open Molecules 2025 dataset; level of theory: ωB97M-V/def2-TZVPD.

Each line ends with the Löwdin charge.
Element x y z (Å)
O: -1.794 -1.847 0.725  0.025
C: -1.038 -0.931 0.950  -0.324
C: -1.449 0.486 1.082  -0.247
C: -1.397 1.092 -0.322  -0.634
S: 0.226 0.904 -1.213  0.359
H: 0.038 -1.142 0.976  0.089
H: -2.469 0.487 1.405  0.093
H: -0.919 1.097 1.801  0.106
H: -2.087 0.536 -0.956  0.041
H: -1.614 2.156 -0.317  0.035
H: 1.758 1.966 0.410  -0.077
H: 1.644 3.395 -0.005  -0.002
O: 2.120 2.846 0.624  -0.145
H: 2.076 -0.871 0.007  -0.029
H: 1.658 -2.304 -0.182  -0.002
O: 2.416 -1.775 0.111  -0.110
H: 0.742 -1.414 -1.842  -0.067
H: -0.354 -2.342 -1.364  0.002
O: 0.443 -2.339 -1.889  -0.113

Force components x, y, z for each atom (eV/Å):
-0.4 0.0 0.0
0.9 -0.4 0.1
-0.5 0.5 -0.4
1.0 -0.3 -0.8
0.1 0.1 0.5
0.2 0.1 0.2
-1.0 0.0 0.2
0.7 -0.2 0.0
-0.4 0.3 0.2
-0.4 0.0 0.1
-0.1 0.1 -0.2
0.0 0.0 -0.1
0.1 0.0 0.3
0.1 0.0 -0.1
0.3 0.0 -0.2
-0.2 0.1 0.3
-0.4 0.2 -0.1
-0.5 0.1 0.2
0.5 -0.4 -0.2

The energy above the lowest of the compared OMol25 structures with the same formula, charge and spin is 19.3 kJ/mol. The value obtained for the largest force on an atom is 0.0253 hartree/bohr. Its frontier orbital gap is 7.55 eV. As for the HOMO energy: -3.9 eV. As for the net charge: -1.

no.,E (eV)
1,-84415.30652
2,-48139.94008
3,-7712.02376
4,-82556.82310
5,-14922.93939
6,-8015.12505
7,-31018.71622
8,-22316.32620